This record from the OMol25 dataset describes a cluster of 8 separate species, C16H48O16 in total in a non-equilibrium geometry. The level of theory is wB97M-V/def2-TZVPD.

Energy relative to the best compared isomer or geometry (same formula, charge and spin) in kcal per mole: 60.3
SMILES: OCCO.OCCO.OCCO.OCCO.OCCO.OCCO.OCCO.OCCO
E_tot in eV: -50124.6489
Net charge: 0
Kohn-Sham gap in eV: 9.70

```
80
Properties=species:S:1:pos:R:3:mulliken_charge:R:1
H -2.676 -2.862 -2.066 0.397
H 6.383 0.441 1.779 0.326
O -2.531 -3.263 1.399 -0.521
H 1.034 -1.629 -2.775 0.209
H 4.027 6.783 -0.654 0.318
C 5.892 1.196 1.166 -0.564
C -4.809 0.067 0.899 0.203
C -1.482 -3.812 2.303 -0.299
C -0.901 0.432 0.205 -0.548
H -1.142 -2.657 -2.704 0.169
H -0.495 6.146 0.994 0.324
O 1.491 1.100 -0.481 -0.740
H 2.881 -1.436 -0.809 -0.071
H -0.824 -6.313 -3.242 0.321
H -5.027 -0.636 3.032 0.273
C -5.531 -0.629 2.066 -0.384
O -6.736 0.158 2.354 -0.569
O 4.534 6.145 -0.147 -0.552
H -1.870 0.909 0.356 0.348
C -1.220 -5.335 2.323 -0.222
O 3.776 0.229 0.848 -0.565
H 4.620 5.023 -1.822 0.288
H -0.989 -6.013 4.193 0.334
H -3.005 5.274 1.607 0.329
H -0.509 4.647 -0.779 0.093
H 1.285 0.387 -1.089 0.154
O -2.521 3.998 -0.491 -0.460
H -0.900 -0.070 1.173 0.224
O -2.416 6.032 1.607 -0.544
C -1.494 4.951 -0.425 -0.011
C -1.760 -3.427 -2.241 -0.356
H -0.616 -3.153 2.242 0.201
H 2.865 -2.442 -2.195 0.497
H 0.126 2.208 0.729 0.313
H -0.637 -5.455 1.409 0.029
O -0.650 -5.375 -3.351 -0.509
H -2.083 -5.992 2.426 0.311
H 4.314 1.593 2.449 0.381
O -5.507 0.044 -0.333 -0.576
H 5.406 0.239 -0.409 0.329
H -4.626 1.113 1.148 0.196
H 2.642 3.491 -1.049 -0.027
O 2.216 5.344 -1.799 -0.562
H -0.963 4.563 1.695 0.305
H 2.361 5.005 -2.686 0.331
H -0.177 2.105 -0.958 0.106
H -6.088 0.808 -0.311 0.319
C 0.148 1.508 -0.106 0.114
O 6.154 0.788 -0.163 -0.542
C -1.269 5.379 1.040 -0.626
C -1.897 -4.722 -3.071 -0.655
O -1.194 -3.713 -0.955 -0.231
H -2.684 3.786 -1.413 0.266
H 2.008 -4.851 -1.784 0.292
H -1.615 5.867 -1.004 0.340
H -2.507 -5.507 -2.623 0.366
H 4.133 2.269 0.890 -0.412
H 2.780 -3.824 -0.023 0.506
H -5.830 -1.646 1.811 0.258
H -0.312 -4.087 -1.021 0.198
H 6.344 2.185 1.245 0.361
C 1.883 -3.375 -0.447 -0.264
O 1.191 -1.386 -1.860 -0.500
H -7.404 -0.197 1.763 0.306
H 3.007 0.608 0.416 0.577
H 1.190 -3.080 0.341 -0.052
H 5.032 4.168 -0.332 0.165
C 4.428 1.348 1.393 0.311
H -1.991 -3.612 3.246 0.355
O -1.227 -0.426 -0.809 -0.457
C 2.834 4.535 -0.802 0.036
C 2.259 -2.162 -1.334 -0.063
O -0.471 -5.671 3.460 -0.565
H -2.365 -4.465 -4.021 0.302
C 4.335 4.876 -0.780 -0.278
O 1.338 -4.425 -1.243 -0.560
H -3.852 -0.404 0.674 -0.038
H -0.555 -1.111 -0.856 0.265
H 2.530 4.642 0.239 0.284
H -2.088 -3.230 0.548 0.392
```

This record from the OMol25 dataset describes a structure of composition C34H31AsN5SSeV in a non-equilibrium geometry. The level of theory is wB97M-V/def2-TZVPD.

<S²>: 2.031
2S+1: 3
E_tot in eV: -205905.9373
Net charge: +2
Kohn-Sham gap (spin up / spin down) in eV: 6.85 / 7.33

```
74
Properties=species:S:1:pos:R:3:mulliken_spin:R:1
H -4.573 -0.556 -1.209 0.000
H 0.513 -0.227 5.906 0.000
C 0.512 -4.043 -2.072 0.003
H 1.563 2.552 -1.699 0.016
C 6.058 0.777 -2.310 0.001
C 6.183 -0.793 -0.489 0.001
C 3.040 -2.884 -2.293 -0.011
H -2.714 3.159 3.452 0.000
H -1.279 -2.232 5.623 0.000
H 1.935 1.399 2.189 0.009
C -3.668 0.045 -1.154 0.003
H 1.005 3.959 -3.666 0.000
C 0.580 -5.503 3.096 0.000
H -1.227 2.481 2.748 -0.002
N -3.653 0.772 0.090 -0.005
C 1.407 2.103 -2.683 -0.002
N -3.001 2.065 1.719 -0.001
H 0.132 -6.204 3.784 0.000
C 0.726 -2.743 -1.640 0.020
H -0.985 -4.452 4.840 0.000
C 1.277 0.752 4.150 0.006
C 0.970 0.922 -5.154 0.001
C -0.518 -3.651 4.283 -0.002
C 1.553 0.723 -2.836 -0.004
H 6.779 -1.400 0.173 0.000
N 0.961 -3.277 2.367 0.005
C -0.704 -2.397 4.720 0.001
H 1.819 1.515 4.691 0.000
C 4.674 0.763 -2.242 -0.005
H 0.776 0.470 -6.116 0.000
H 4.298 -1.424 0.342 -0.001
C -2.192 2.945 2.522 0.000
H 3.663 -4.781 -3.052 0.000
C 1.572 -4.766 -2.590 0.000
C -0.102 -1.107 2.704 0.016
H -2.008 3.882 1.990 0.000
C 0.353 -4.126 3.212 -0.001
H 0.647 2.909 -5.866 0.000
C 1.087 2.890 -3.774 -0.001
H 1.432 -0.944 -4.186 0.001
C 4.048 -0.032 -1.284 0.010
N 1.978 -5.068 1.229 0.000
H 4.083 1.363 -2.928 0.000
H -3.650 0.742 -1.995 0.000
H 4.020 -2.424 -2.383 -0.001
C -4.710 0.931 0.939 -0.001
H 1.554 -6.977 1.847 0.000
H -0.762 -1.722 2.095 0.003
H 7.880 0.024 -1.490 0.000
C -4.304 1.738 1.955 -0.001
C 6.805 0.004 -1.438 -0.002
C 0.881 2.297 -5.010 0.002
H 1.404 -5.779 -2.919 0.000
C 1.324 0.132 -4.072 0.001
N 0.603 -0.175 2.069 -0.021
C 2.836 -4.200 -2.677 0.000
C 1.980 -2.139 -1.787 0.048
V 0.284 -0.172 0.246 2.021
C -2.606 1.468 0.576 0.033
As 2.110 -0.277 -1.274 -0.067
S -0.587 -1.833 -0.901 -0.089
H -0.475 -4.474 -1.998 0.000
C -0.104 -1.222 4.098 -0.021
H 6.557 1.385 -3.048 0.000
H 2.291 -3.083 0.809 0.007
H -4.847 2.108 2.802 0.000
C 0.546 -0.224 4.826 0.010
H -5.667 0.480 0.766 0.000
C 4.803 -0.806 -0.402 0.002
H -2.793 -0.610 -1.232 -0.002
Se -0.950 1.764 -0.283 -0.028
C 1.382 -5.927 2.045 0.000
C 1.328 0.707 2.770 0.052
C 1.764 -3.790 1.452 -0.004
```

This record from the OMol25 dataset describes a structure of composition C10H14B2F4N6Os in a non-equilibrium geometry. The level of theory is wB97M-V/def2-TZVPD.

<S²>: 6.024
2S+1: 5
E_tot in eV: -34212.3090
Net charge: +2
Kohn-Sham gap (spin up / spin down) in eV: 7.48 / 4.16

```
37
Properties=species:S:1:pos:R:3:nbo_charge:R:1
F -1.949 -3.327 2.608 -0.514
C 2.443 2.450 -0.727 0.108
H 0.238 2.977 1.688 0.294
H -2.470 1.593 1.175 0.138
C 2.924 -2.174 -0.349 0.123
F -1.897 -1.638 0.800 -0.580
N 2.054 -1.166 -0.446 -0.323
H -3.469 3.219 1.644 0.253
C 0.912 2.659 0.896 0.044
B 1.835 0.001 -1.454 0.504
H 2.262 4.329 0.407 0.287
H 2.651 0.053 -2.305 0.031
C 2.625 -2.923 0.796 -0.268
H 0.725 -0.292 -4.249 0.266
F -2.487 -1.142 3.185 -0.527
H 3.172 -3.760 1.152 0.280
B -2.764 -2.257 2.452 1.456
H -3.976 1.746 2.207 0.267
C -1.837 -0.394 -2.147 0.057
H 3.245 2.536 -1.452 0.288
F -4.011 -2.401 1.961 -0.495
N 0.425 -0.148 -2.161 -0.313
H 0.994 -2.624 2.318 0.288
N -0.722 -0.272 -1.352 -0.431
N 1.754 1.312 -0.657 -0.231
Os -0.406 -0.322 0.574 1.557
C 1.543 -2.353 1.410 0.050
N 0.855 1.406 0.369 -0.257
C -2.983 2.262 1.979 -0.867
C 1.943 3.320 0.217 -0.008
C 0.029 -0.292 -3.423 0.096
H -1.954 -0.539 -4.321 0.275
C -1.347 -0.423 -3.451 -0.267
H 3.690 -2.216 -1.073 0.260
H -2.386 2.462 2.854 0.224
H -2.869 -0.410 -1.806 0.282
N 1.209 -1.250 0.680 -0.346
```

Copy entry 2 word for word.
This record from the OMol25 dataset describes a structure of composition C34H31AsN5SSeV in a non-equilibrium geometry. The level of theory is wB97M-V/def2-TZVPD.

<S²>: 2.031
2S+1: 3
E_tot in eV: -205905.9373
Net charge: +2
Kohn-Sham gap (spin up / spin down) in eV: 6.85 / 7.33

```
74
Properties=species:S:1:pos:R:3:mulliken_spin:R:1
H -4.573 -0.556 -1.209 0.000
H 0.513 -0.227 5.906 0.000
C 0.512 -4.043 -2.072 0.003
H 1.563 2.552 -1.699 0.016
C 6.058 0.777 -2.310 0.001
C 6.183 -0.793 -0.489 0.001
C 3.040 -2.884 -2.293 -0.011
H -2.714 3.159 3.452 0.000
H -1.279 -2.232 5.623 0.000
H 1.935 1.399 2.189 0.009
C -3.668 0.045 -1.154 0.003
H 1.005 3.959 -3.666 0.000
C 0.580 -5.503 3.096 0.000
H -1.227 2.481 2.748 -0.002
N -3.653 0.772 0.090 -0.005
C 1.407 2.103 -2.683 -0.002
N -3.001 2.065 1.719 -0.001
H 0.132 -6.204 3.784 0.000
C 0.726 -2.743 -1.640 0.020
H -0.985 -4.452 4.840 0.000
C 1.277 0.752 4.150 0.006
C 0.970 0.922 -5.154 0.001
C -0.518 -3.651 4.283 -0.002
C 1.553 0.723 -2.836 -0.004
H 6.779 -1.400 0.173 0.000
N 0.961 -3.277 2.367 0.005
C -0.704 -2.397 4.720 0.001
H 1.819 1.515 4.691 0.000
C 4.674 0.763 -2.242 -0.005
H 0.776 0.470 -6.116 0.000
H 4.298 -1.424 0.342 -0.001
C -2.192 2.945 2.522 0.000
H 3.663 -4.781 -3.052 0.000
C 1.572 -4.766 -2.590 0.000
C -0.102 -1.107 2.704 0.016
H -2.008 3.882 1.990 0.000
C 0.353 -4.126 3.212 -0.001
H 0.647 2.909 -5.866 0.000
C 1.087 2.890 -3.774 -0.001
H 1.432 -0.944 -4.186 0.001
C 4.048 -0.032 -1.284 0.010
N 1.978 -5.068 1.229 0.000
H 4.083 1.363 -2.928 0.000
H -3.650 0.742 -1.995 0.000
H 4.020 -2.424 -2.383 -0.001
C -4.710 0.931 0.939 -0.001
H 1.554 -6.977 1.847 0.000
H -0.762 -1.722 2.095 0.003
H 7.880 0.024 -1.490 0.000
C -4.304 1.738 1.955 -0.001
C 6.805 0.004 -1.438 -0.002
C 0.881 2.297 -5.010 0.002
H 1.404 -5.779 -2.919 0.000
C 1.324 0.132 -4.072 0.001
N 0.603 -0.175 2.069 -0.021
C 2.836 -4.200 -2.677 0.000
C 1.980 -2.139 -1.787 0.048
V 0.284 -0.172 0.246 2.021
C -2.606 1.468 0.576 0.033
As 2.110 -0.277 -1.274 -0.067
S -0.587 -1.833 -0.901 -0.089
H -0.475 -4.474 -1.998 0.000
C -0.104 -1.222 4.098 -0.021
H 6.557 1.385 -3.048 0.000
H 2.291 -3.083 0.809 0.007
H -4.847 2.108 2.802 0.000
C 0.546 -0.224 4.826 0.010
H -5.667 0.480 0.766 0.000
C 4.803 -0.806 -0.402 0.002
H -2.793 -0.610 -1.232 -0.002
Se -0.950 1.764 -0.283 -0.028
C 1.382 -5.927 2.045 0.000
C 1.328 0.707 2.770 0.052
C 1.764 -3.790 1.452 -0.004
```

Q: What is the formula in the third record?
A: C10H14B2F4N6Os